Density functional theory data (ωB97M-V/def2-TZVPD) for one molecule with the formula C18H24N2O5.

Bonds (Å) are listed after each position.
Element x y z (Å)
1 C -1.27746 -3.99336 -1.60035  C2 1.521, H47 1.087, H48 1.087, H49 1.087
2 C -2.43235 -3.08800 -1.20027  C1 1.521, O3 1.417, H45 1.098, H46 1.103
3 O -2.32081 -2.79712 0.18156  C2 1.417, C4 1.403
4 C -3.05324 -1.67444 0.59693  O3 1.403, C5 1.511, H43 1.096, H44 1.101
5 C -2.40950 -0.35495 0.23830  C4 1.511, C6 1.379, C10 1.403
6 C -1.12626 -0.30449 -0.26352  C5 1.379, C7 1.391, H42 1.077
7 C -0.51448 0.90166 -0.58848  C6 1.391, C8 1.383, C18 1.522
8 C -1.21772 2.07443 -0.38220  C7 1.383, C9 1.388, H17 1.080
9 C -2.50982 2.04603 0.12390  C8 1.388, C10 1.387, H16 1.078
10 C -3.11908 0.83956 0.43519  C5 1.403, C9 1.387, O11 1.366
11 O -4.38387 0.70802 0.93346  C10 1.366, C12 1.407
12 C -5.14465 1.87240 1.14642  O11 1.407, H13 1.095, H14 1.095, H15 1.089
13 H -4.67278 2.53252 1.88125  C12 1.095
14 H -5.30834 2.42347 0.21470  C12 1.095
15 H -6.10263 1.52974 1.53450  C12 1.089
16 H -3.02777 2.98083 0.26882  C9 1.078
17 H -0.77674 3.03304 -0.61221  C8 1.080
18 C 0.90632 0.86965 -1.13338  C7 1.522, N19 1.446, C24 1.519, H41 1.096
19 N 1.36605 2.16167 -1.59304  C18 1.446, C20 1.351, H40 1.008
20 C 1.81849 3.10891 -0.74326  N19 1.351, O21 1.211, N22 1.393
21 O 1.93961 4.28284 -1.01441  C20 1.211
22 N 2.21649 2.61646 0.49758  C20 1.393, C23 1.375, H39 1.010
23 C 2.42567 1.28350 0.76003  N22 1.375, C24 1.353, C35 1.492
24 C 1.85052 0.36878 -0.05458  C18 1.519, C23 1.353, C25 1.461
25 C 2.04920 -1.07793 -0.02125  C24 1.461, O26 1.214, O27 1.344
26 O 1.63256 -1.82621 -0.88164  C25 1.214
27 O 2.73340 -1.51688 1.04953  C25 1.344, C28 1.428
28 C 2.93804 -2.92704 1.13565  O27 1.428, C29 1.522, H33 1.095, H34 1.092
29 C 4.11533 -3.37998 0.28355  C28 1.522, H30 1.086, H31 1.088, H32 1.087
30 H 4.27270 -4.44622 0.41785  C29 1.086
31 H 5.01888 -2.84793 0.57222  C29 1.088
32 H 3.90825 -3.18393 -0.76531  C29 1.087
33 H 2.02402 -3.43886 0.81720  C28 1.095
34 H 3.12178 -3.11905 2.19497  C28 1.092
35 C 3.30286 0.98384 1.92957  C23 1.492, H36 1.088, H37 1.087, H38 1.088
36 H 4.15983 0.39172 1.61690  C35 1.088
37 H 2.75846 0.39671 2.66534  C35 1.087
38 H 3.65507 1.90240 2.39372  C35 1.088
39 H 2.63675 3.30652 1.10439  N22 1.010
40 H 1.01435 2.49696 -2.47660  N19 1.008
41 H 0.94278 0.16693 -1.97424  C18 1.096
42 H -0.58924 -1.22805 -0.40232  C6 1.077
43 H -3.12195 -1.75096 1.68776  C4 1.096
44 H -4.07850 -1.69911 0.19728  C4 1.101
45 H -2.40590 -2.16195 -1.78982  C2 1.098
46 H -3.39782 -3.58542 -1.39011  C2 1.103
47 H -1.37849 -4.28545 -2.64199  C1 1.087
48 H -1.27636 -4.88350 -0.97725  C1 1.087
49 H -0.33184 -3.47344 -1.46749  C1 1.087

Computed properties:
LUMO   0.0256 Eh
SMILES   CCOCc1cc([C@H]2NC(=O)NC(C)=C2C(=O)OCC)ccc1OC
HOMO level   -0.3048 Ha
Gap between HOMO and LUMO   9.0 eV